[1]
The following is a quantum chemistry calculation of a molecular structure, C31H26GeLiN3O2S3Sb, from the OMol25 dataset.

```
! RIJCOSX wB97M-V def2-TZVPD def2/J DEFGRID3
* xyz -2 2
Li -2.47 -0.15 -1.66
S -6.65 3.56 -3.32
Sb -4.67 2.40 -3.54
S -3.89 2.10 -5.73
S -4.75 0.25 -2.51
O -1.73 -1.23 0.02
C -1.13 -0.15 0.25
O -1.23 0.89 -0.45
C -0.23 -0.08 1.49
C 1.00 0.81 1.25
Ge 2.19 0.95 2.79
C 3.38 -0.61 2.92
C 3.04 -1.83 2.34
C 3.89 -2.93 2.45
C 5.09 -2.82 3.13
C 5.45 -1.61 3.70
C 4.60 -0.51 3.59
C 3.35 2.53 2.68
C 3.71 3.24 3.83
C 4.55 4.34 3.75
C 5.05 4.75 2.52
C 4.70 4.06 1.37
C 3.86 2.95 1.46
C 1.22 1.09 4.49
C 1.60 0.36 5.61
C 0.93 0.51 6.82
C -0.14 1.40 6.91
C -0.53 2.13 5.80
C 0.15 1.97 4.60
H 0.04 -1.09 1.79
H -0.84 0.34 2.30
H 0.66 1.80 0.95
H 1.58 0.43 0.41
H 2.11 -1.93 1.80
H 3.60 -3.87 1.99
H 5.75 -3.68 3.21
H 6.39 -1.51 4.23
H 4.90 0.43 4.03
H 3.31 2.94 4.79
H 4.81 4.88 4.65
H 5.70 5.61 2.46
H 5.07 4.38 0.41
H 3.58 2.43 0.55
H 2.42 -0.34 5.55
H 1.23 -0.06 7.68
H -0.67 1.51 7.85
H -1.37 2.81 5.86
H -0.18 2.55 3.73
N -7.40 -2.63 -9.93
C -6.63 -2.52 -9.09
C -5.66 -2.42 -8.03
C -5.67 -1.33 -7.16
C -4.75 -1.24 -6.13
C -3.80 -2.24 -5.99
C -3.78 -3.33 -6.86
C -4.71 -3.42 -7.87
N -2.86 -2.16 -4.95
C -2.29 -3.21 -4.24
C -1.58 -2.62 -3.24
N -1.68 -1.25 -3.31
C -2.45 -1.00 -4.34
H -6.40 -0.54 -7.27
H -4.78 -0.39 -5.46
H -3.01 -4.09 -6.75
H -4.70 -4.27 -8.55
H -2.49 -4.23 -4.48
H -1.03 -3.10 -2.45
H -2.74 -0.02 -4.69
*
```

* highest occupied orbital energy (spin up / spin down): -0.76 / -1.70 eV
* LUMO (spin up / spin down): 3.398 / 3.398 eV
* maximum force: 0.0063 hartree/bohr
* electronic energy: -5031.1379 Ha
* relative energy (zero: lowest compared OMol25 entry of this formula, charge and spin): 0.0000 eV
* frontier orbital gap (spin up / spin down): 4.2 / 5.1 eV

[2]
The following is a quantum chemistry calculation of C11H9Cl in the gas phase in a non-equilibrium geometry, from the OMol25 dataset.

```
! RIJCOSX wB97M-V def2-TZVPD def2/J DEFGRID3
* xyz 0 1
C -2.61 -1.10 0.18
C -1.77 -1.67 -0.81
C -2.03 -0.20 1.09
C -0.38 -1.21 -0.89
C -0.66 0.01 1.10
C 0.15 -0.43 0.06
C -0.12 0.99 2.07
C 1.05 1.49 1.82
C 1.33 1.17 -2.06
C 2.15 0.55 -1.21
C 1.59 -0.15 -0.12
Cl 2.78 -1.07 0.82
H -3.60 -1.29 0.34
H -2.00 -2.32 -1.59
H -2.54 0.23 1.91
H 0.25 -1.51 -1.73
H -0.76 1.28 2.97
H 1.94 2.21 2.12
H 1.72 1.36 -3.04
H 0.28 1.20 -1.82
H 3.22 0.45 -1.23
*
```

* highest occupied orbital energy (spin up / spin down): -7.52 / -8.31 eV
* LUMO (spin up / spin down): 0.086 / -0.231 eV
* maximum force: 0.0776 hartree/bohr
* electronic energy: -884.5610 Ha
* relative energy (zero: lowest compared OMol25 entry of this formula, charge and spin): 3.3273 eV
* frontier orbital gap (spin up / spin down): 7.6 / 8.1 eV

[3]
The following is a quantum chemistry calculation of a molecular structure, C28H19MoN4O3S2Si in a non-equilibrium geometry, from the OMol25 dataset.

```
! RIJCOSX wB97M-V def2-TZVPD def2/J DEFGRID3
* xyz 1 1
Mo 2.05 -0.50 0.33
S 2.50 -1.15 -2.00
C 2.83 -2.71 -1.19
C 3.13 -3.93 -2.00
C 3.19 -5.14 -1.45
C 2.95 -5.50 -0.03
C 2.64 -4.69 0.98
C 2.49 -3.22 0.79
S 1.82 -2.20 2.09
H 3.30 -3.79 -3.06
H 3.41 -5.97 -2.10
H 3.04 -6.55 0.20
H 2.47 -5.08 1.98
O 0.37 -0.07 0.16
Si -1.26 0.59 -0.04
C -1.09 1.63 -1.55
C -2.25 2.07 -2.20
C -2.17 2.85 -3.34
C -0.93 3.20 -3.86
C 0.23 2.78 -3.23
C 0.15 2.00 -2.08
C -1.43 1.56 1.51
C -2.33 2.63 1.56
C -2.46 3.40 2.70
C -1.69 3.11 3.83
C -0.80 2.05 3.80
C -0.67 1.28 2.66
C -2.36 -0.87 -0.25
C -3.70 -0.83 0.16
C -4.52 -1.93 -0.02
C -4.02 -3.08 -0.61
C -2.69 -3.13 -1.02
C -1.87 -2.03 -0.85
H -3.23 1.79 -1.82
H -3.08 3.19 -3.83
H -0.87 3.81 -4.75
H 1.20 3.04 -3.64
H 1.08 1.69 -1.61
H -2.92 2.89 0.68
H -3.15 4.23 2.72
H -1.79 3.72 4.72
H -0.21 1.82 4.68
H 0.01 0.44 2.67
H -4.10 0.06 0.64
H -5.55 -1.89 0.30
H -4.66 -3.94 -0.75
H -2.30 -4.03 -1.49
H -0.85 -2.08 -1.19
O 1.64 -2.86 -0.34
N 3.73 -2.65 0.06
O 3.68 -1.31 0.40
N 2.68 1.17 0.95
C 2.86 2.32 1.22
C 3.03 3.60 1.52
C 1.85 4.40 1.74
N 0.90 5.02 1.92
C 4.34 4.16 1.61
N 5.40 4.62 1.67
*
```

* highest occupied orbital energy: -11.98 eV
* LUMO: -6.370 eV
* maximum force: 0.0289 hartree/bohr
* electronic energy: -2676.8262 Ha
* frontier orbital gap: 5.6 eV

[4]
The following is a quantum chemistry calculation of a molecular structure, C37H54HgN3P in a non-equilibrium geometry, from the OMol25 dataset.

```
! RIJCOSX wB97M-V def2-TZVPD def2/J DEFGRID3
* xyz -2 1
Hg 0.07 0.50 -0.30
N -1.88 2.34 -0.49
N -2.49 0.00 -2.26
C -1.59 -2.66 1.62
C -2.93 -2.24 1.37
C -3.12 -0.99 2.00
C -4.33 -0.14 1.92
H -5.20 -0.74 1.64
H -4.21 0.66 1.18
H -4.53 0.32 2.89
C -1.92 -0.64 2.67
C -1.70 0.57 3.48
H -1.97 0.42 4.54
H -2.31 1.41 3.11
H -0.64 0.87 3.46
C -0.98 -1.67 2.44
C 0.42 -1.70 2.93
H 0.99 -0.82 2.56
H 0.94 -2.60 2.58
H 0.46 -1.67 4.03
C -3.94 -2.95 0.57
H -4.92 -2.90 1.05
H -3.68 -4.01 0.45
H -4.06 -2.51 -0.43
C -0.91 -3.86 1.10
H -0.25 -3.60 0.25
H -1.63 -4.61 0.75
H -0.27 -4.31 1.88
C -1.54 3.60 -0.14
H -1.26 3.74 0.90
C -1.51 4.68 -1.02
H -0.99 5.59 -0.72
C -2.12 4.52 -2.28
H -2.09 5.33 -3.00
C -2.77 3.33 -2.55
H -3.31 3.14 -3.47
C -2.68 2.26 -1.59
C -3.31 1.02 -1.86
H -4.35 0.78 -1.61
C -1.23 -0.42 -1.77
C -2.83 -0.71 -3.42
H -3.69 -0.43 -4.00
C -1.86 -1.58 -3.63
H -1.80 -2.33 -4.39
N -0.95 -1.51 -2.56
C -0.17 -2.69 -2.32
C -0.85 -3.92 -2.31
C -0.11 -5.10 -2.19
H -0.64 -6.04 -2.19
C 1.27 -5.07 -2.14
C 2.03 -6.36 -2.08
H 2.50 -6.50 -1.10
H 2.81 -6.38 -2.83
H 1.34 -7.18 -2.26
C 1.94 -3.85 -2.17
H 3.04 -3.83 -2.16
C 1.24 -2.65 -2.32
C 2.01 -1.40 -2.65
H 1.85 -1.08 -3.69
H 3.09 -1.57 -2.50
H 1.73 -0.54 -2.01
C -2.34 -4.05 -2.45
H -2.71 -3.72 -3.44
H -2.91 -3.52 -1.67
H -2.60 -5.12 -2.39
C 0.32 3.62 2.80
C 1.27 3.80 1.60
C 2.42 4.74 2.01
P 1.77 2.19 0.81
C 2.58 2.52 -0.86
C 3.18 3.91 -1.04
C 3.54 1.38 -1.28
C 3.05 1.46 1.93
C 4.43 2.11 1.82
C 2.62 1.39 3.41
H 0.86 3.31 3.70
H -0.50 2.91 2.60
H -0.13 4.61 3.02
H 0.71 4.29 0.78
H 2.87 4.44 2.96
H 3.20 4.85 1.25
H 1.98 5.73 2.16
H 1.71 2.47 -1.53
H 4.10 4.04 -0.46
H 3.45 4.03 -2.10
H 2.47 4.71 -0.79
H 3.39 0.44 -0.73
H 3.38 1.17 -2.35
H 4.59 1.68 -1.17
H 3.12 0.42 1.56
H 4.46 3.09 2.30
H 5.13 1.46 2.36
H 4.79 2.20 0.80
H 1.61 0.99 3.55
H 3.30 0.73 3.94
H 2.68 2.37 3.91
*
```

* highest occupied orbital energy (spin up / spin down): 0.31 / 2.49 eV
* LUMO (spin up / spin down): 4.110 / 4.153 eV
* maximum force: 0.0775 hartree/bohr
* electronic energy: -2101.0207 Ha
* relative energy (zero: lowest compared OMol25 entry of this formula, charge and spin): 1.9870 eV
* frontier orbital gap (spin up / spin down): 3.8 / 1.7 eV

[5]
The following is a quantum chemistry calculation of 11 unconnected molecules or ions with the total composition H21O11 in a non-equilibrium geometry, from the OMol25 dataset.

```
! RIJCOSX wB97M-V def2-TZVPD def2/J DEFGRID3
* xyz -1 1
O 0.64 2.70 1.05
H 1.47 2.23 1.14
H 0.16 2.06 0.44
O -1.45 -1.70 3.80
H -0.80 -1.64 3.08
H -1.12 -2.36 4.41
O 0.95 -0.84 -3.45
H 0.16 -0.92 -2.87
H 1.40 -0.06 -3.11
O -0.70 1.17 -0.58
H -0.79 0.15 -0.84
H -1.54 1.58 -0.78
O -1.57 -2.97 -3.13
H -1.17 -2.61 -2.30
H -1.19 -2.57 -3.91
O 1.66 -1.08 -0.79
H 0.70 -0.97 -0.95
H 3.03 -0.04 -0.60
O 3.84 0.46 -0.85
H 3.67 0.63 -1.78
O -0.93 -1.26 -1.19
H 1.78 -1.96 -1.16
H -1.85 -1.26 -1.48
O 0.19 -1.92 1.53
H -0.19 -2.10 0.66
H 0.87 -1.27 1.35
O -0.42 1.74 3.22
H -1.37 1.84 3.13
H 0.07 2.54 3.03
O -2.14 3.49 1.22
H -2.10 3.81 0.31
H -1.26 3.10 1.38
*
```

* highest occupied orbital energy: -6.94 eV
* LUMO: 3.065 eV
* maximum force: 0.0313 hartree/bohr
* electronic energy: -840.3146 Ha
* relative energy (zero: lowest compared OMol25 entry of this formula, charge and spin): 0.8089 eV
* frontier orbital gap: 10.0 eV

[6]
The following is a quantum chemistry calculation of a gas-phase ion, C3H8N3O (charge +1) in a non-equilibrium geometry, from the OMol25 dataset.

```
! RIJCOSX wB97M-V def2-TZVPD def2/J DEFGRID3
* xyz 1 1
C 0.39 1.68 0.90
C -0.29 0.48 0.31
N -1.19 -0.23 1.00
N -0.05 0.36 -1.02
C -0.07 -0.98 -1.49
N 0.65 -1.81 -0.81
O 1.02 -1.51 0.34
H -0.13 1.83 1.96
H 0.16 2.62 0.37
H 1.49 1.61 0.80
H -1.68 -1.01 0.54
H -1.38 0.03 1.99
H 0.82 0.99 -1.28
H -0.48 -1.20 -2.45
H 0.76 -2.85 -1.16
*
```

* highest occupied orbital energy: -13.91 eV
* SMILES string: CC(=[NH2+])/[NH+]=C\N[O-]
* LUMO: -3.895 eV
* maximum force: 0.0589 hartree/bohr
* electronic energy: -358.2785 Ha
* relative energy (zero: lowest compared OMol25 entry of this formula, charge and spin): 3.2090 eV
* frontier orbital gap: 10.0 eV